1.
Formula: C22H15F3N3O7Ti
Source: OMol25
Level of theory: ωB97M-V/def2-TZVPD

* HOMO (alpha / beta): -3.7 / -3.7 eV

```
! wB97M-V def2-TZVPD RIJCOSX def2/J DEFGRID3
* xyz -1 1
Ti -0.704 -0.026 -0.619
O 2.419 4.372 -1.480
C 3.287 3.343 -1.449
C 4.645 3.637 -1.545
C 5.584 2.623 -1.516
C 5.194 1.295 -1.392
C 3.848 0.996 -1.300
C 2.879 2.000 -1.327
C 1.457 1.644 -1.226
O 1.134 0.377 -1.139
N 0.509 2.550 -1.236
N -0.675 1.896 -1.104
C -1.847 2.540 -1.341
C -2.887 1.656 -1.509
C -4.256 1.978 -1.814
C -5.153 1.004 -2.095
C -4.735 -0.367 -2.069
C -3.451 -0.646 -1.723
N -2.517 0.309 -1.426
H 1.505 4.003 -1.398
H 4.937 4.674 -1.640
H 6.635 2.875 -1.590
H 5.931 0.505 -1.367
H 3.512 -0.027 -1.207
H -1.905 3.615 -1.450
H -4.535 3.024 -1.822
H -6.180 1.248 -2.335
H -5.423 -1.169 -2.290
H -3.086 -1.666 -1.648
F -3.830 -0.009 2.280
C -2.707 -0.752 2.240
F -2.733 -1.440 1.082
F -2.785 -1.643 3.234
C -1.444 0.146 2.368
O -1.087 0.474 3.475
O -0.917 0.485 1.248
O -0.809 -4.867 2.021
C 0.090 -3.880 2.180
C 0.785 -3.800 3.388
C 1.734 -2.817 3.576
C 2.026 -1.901 2.569
C 1.329 -1.969 1.380
C 0.337 -2.934 1.176
C -0.484 -2.978 -0.066
O -1.174 -3.963 -0.344
O -0.455 -1.926 -0.829
H -1.151 -4.783 1.097
H 0.556 -4.521 4.161
H 2.261 -2.766 4.521
H 2.778 -1.137 2.716
H 1.561 -1.278 0.581
*
```

2.
Formula: C22H15IrN6S2
Source: OMol25
Level of theory: ωB97M-V/def2-TZVPD

* HOMO (alpha / beta): -10.8 / -12.1 eV
* expectation value of S²: 8.812

```
! wB97M-V def2-TZVPD RIJCOSX def2/J DEFGRID3
* xyz 1 6
Ir -0.855 0.064 0.251
C -1.852 3.239 -0.285
C -0.582 2.966 -1.030
C -0.160 3.803 -2.059
C 1.024 3.532 -2.716
C 1.797 2.461 -2.296
C 1.337 1.669 -1.261
N 0.144 1.895 -0.675
C 2.110 0.524 -0.741
C 3.447 0.273 -1.025
C 4.023 -0.879 -0.514
C 3.285 -1.734 0.293
C 1.980 -1.377 0.582
N 1.431 -0.293 0.061
C 1.015 -2.198 1.451
C 1.679 -2.929 2.587
C 1.061 -3.018 3.789
C -0.137 -2.325 4.014
C -0.644 -1.447 3.022
C -1.834 -0.593 3.332
N -0.104 -1.342 1.836
H -2.095 4.300 -0.297
H -1.773 2.906 0.749
H -2.683 2.708 -0.753
H -0.763 4.657 -2.332
H 1.349 4.155 -3.538
H 2.739 2.246 -2.780
H 4.034 0.956 -1.621
H 5.052 -1.114 -0.751
H 3.728 -2.648 0.662
H 2.605 -3.443 2.375
H 1.497 -3.608 4.584
H -0.645 -2.400 4.964
H -1.980 -0.495 4.405
H -2.729 -1.049 2.902
H -1.720 0.403 2.900
S -0.786 -1.036 -2.037
C -2.317 -0.553 -2.571
C -2.520 -0.591 -3.984
N -2.631 -0.579 -5.128
C -3.376 -0.174 -1.731
S -3.321 -0.039 -0.033
C -4.648 0.102 -2.313
N -5.682 0.359 -2.748
N 0.032 -4.093 -0.103
C 0.465 -3.264 0.563
*
```

3.
Formula: C22H15N3O5Pd
Source: OMol25
Level of theory: ωB97M-V/def2-TZVPD

* HOMO: -6.0 eV

```
! wB97M-V def2-TZVPD RIJCOSX def2/J DEFGRID3
* xyz 0 1
Pd -0.104 -0.065 0.175
C 0.033 3.287 1.081
C -0.402 3.072 -0.329
C -0.669 4.166 -1.138
C -1.057 3.974 -2.465
C -1.142 2.688 -2.942
C -0.848 1.607 -2.096
N -0.504 1.814 -0.778
C -0.864 0.238 -2.540
C -1.151 -0.193 -3.835
C -1.133 -1.549 -4.126
C -0.802 -2.462 -3.131
C -0.496 -2.002 -1.855
N -0.550 -0.675 -1.579
C -0.123 -2.831 -0.734
C 0.146 -4.197 -0.857
C 0.516 -4.921 0.251
C 0.565 -4.270 1.480
C 0.222 -2.929 1.569
C 0.103 -2.306 2.924
N -0.071 -2.199 0.484
H -0.071 4.331 1.362
H 1.084 3.008 1.181
H -0.550 2.665 1.762
H -0.576 5.161 -0.733
H -1.272 4.820 -3.100
H -1.434 2.507 -3.964
H -1.383 0.523 -4.608
H -1.377 -1.895 -5.119
H -0.782 -3.517 -3.346
H 0.080 -4.675 -1.819
H 0.740 -5.973 0.180
H 0.845 -4.804 2.372
H -0.238 -3.052 3.638
H -0.613 -1.482 2.903
H 1.066 -1.932 3.275
O 4.191 -0.776 4.537
C 3.524 -0.428 3.595
C 2.334 0.519 3.631
O 2.073 1.283 4.537
C 1.662 0.344 2.338
C 2.559 -0.324 1.403
O 2.380 -0.363 0.173
C 3.669 -0.934 2.169
O 4.473 -1.760 1.793
O 0.451 0.586 2.066
*
```

4.
Formula: C22H16AsCl4IrNO10S
Source: OMol25
Level of theory: ωB97M-V/def2-TZVPD

* HOMO (alpha / beta): -8.4 / -8.8 eV
* expectation value of S²: 8.767

```
! wB97M-V def2-TZVPD RIJCOSX def2/J DEFGRID3
* xyz 0 6
Ir 0.078 0.208 0.504
O 1.941 -0.631 3.460
As 2.826 0.019 2.074
O 4.348 -0.504 2.013
O 1.810 -0.596 0.803
C 2.669 1.893 2.582
C 3.356 2.067 3.782
C 3.421 3.310 4.394
C 2.799 4.401 3.812
C 2.124 4.245 2.612
C 2.057 3.003 1.999
S 1.187 2.930 0.450
O 1.812 1.792 -0.248
O 1.279 4.214 -0.171
O -0.209 2.513 0.775
H 2.285 -1.512 3.658
H 3.859 1.225 4.240
H 3.966 3.418 5.323
H 2.849 5.375 4.280
H 1.657 5.090 2.123
Cl -0.392 -2.971 0.235
C -0.633 -3.507 -1.398
C -0.347 -4.820 -1.729
C -0.497 -5.227 -3.044
C -0.928 -4.335 -4.013
C -1.229 -3.032 -3.657
Cl -1.778 -1.928 -4.868
C -1.096 -2.586 -2.340
N -1.440 -1.272 -1.981
C -0.595 -0.191 -2.237
C 0.689 -0.397 -2.770
C 1.455 0.673 -3.180
C 0.977 1.974 -3.056
C -0.261 2.189 -2.488
C -1.061 1.132 -2.055
C -2.452 1.412 -1.550
C -2.632 1.244 -0.054
O -3.421 1.828 0.619
O -1.843 0.255 0.456
H 0.001 -5.500 -0.965
H -0.271 -6.249 -3.318
H -1.043 -4.643 -5.042
H -2.046 -1.193 -1.178
H 1.062 -1.407 -2.873
H 2.441 0.493 -3.587
H 1.584 2.812 -3.368
H -0.626 3.199 -2.353
H -3.165 0.729 -2.026
H -2.760 2.423 -1.808
Cl -3.993 -3.180 -0.060
C -4.641 -2.624 1.406
Cl -4.834 -0.965 1.642
C -1.708 -1.159 4.059
O -2.094 -1.420 5.118
O -1.320 -0.899 2.999
H -5.213 -3.316 1.998
*
```

5.
Formula: C22H16CaCl2O6PSe2
Source: OMol25
Level of theory: ωB97M-V/def2-TZVPD

* HOMO: -5.6 eV

```
! wB97M-V def2-TZVPD RIJCOSX def2/J DEFGRID3
* xyz -1 1
Ca 0.123 -1.462 0.028
Se 2.956 -1.246 0.094
P 2.591 0.877 0.171
Se 0.568 1.575 0.268
C 3.475 1.648 -1.242
C 2.808 2.358 -2.229
C 3.521 2.902 -3.290
C 4.895 2.739 -3.363
C 5.563 2.027 -2.375
C 4.856 1.479 -1.319
C 3.520 1.630 1.564
C 4.205 0.871 2.500
C 4.874 1.500 3.544
C 4.858 2.881 3.648
C 4.172 3.642 2.709
C 3.502 3.019 1.671
H 1.735 2.483 -2.157
H 3.000 3.457 -4.061
H 5.445 3.164 -4.194
H 6.637 1.899 -2.436
H 5.364 0.908 -0.550
H 4.215 -0.208 2.403
H 5.407 0.910 4.279
H 5.376 3.370 4.465
H 4.158 4.722 2.794
H 2.952 3.601 0.941
O -2.425 -2.920 0.575
C -2.663 -1.727 0.349
O -1.778 -0.816 0.242
C -4.106 -1.283 0.222
C -4.417 0.067 0.168
C -5.741 0.508 0.113
C -6.714 -0.459 0.109
O -8.081 -0.298 0.074
C -8.631 -1.608 0.064
O -7.571 -2.547 0.122
C -6.405 -1.809 0.145
C -5.112 -2.256 0.209
H -3.603 0.778 0.168
H -5.992 1.560 0.074
H -9.206 -1.758 -0.857
H -9.286 -1.739 0.932
H -4.848 -3.303 0.245
Cl 0.317 -6.185 -1.358
C -0.923 -4.958 -1.024
Cl -2.065 -4.831 -2.357
C -0.202 -3.623 -0.726
O -0.204 -2.729 -1.602
O 0.344 -3.532 0.393
H -1.466 -5.277 -0.144
*
```

Number 1: total energy -73135.436 eV. Number 2: total energy -56497.618 eV. Number 3: total energy -41243.889 eV. Number 4: total energy -169637.516 eV. Number 5: total energy -218831.549 eV.